(1)
Below is 7 unconnected molecules or ions with the total composition C30H63I2O12PSi, with properties calculated with ωB97M-V/def2-TZVPD.

Atoms and positions in Å:
C (1.5148, 5.9531, 2.1821)
C (0.0405, 6.1983, 2.1908)
I (-0.3718, 8.2760, 2.0281)
C (-0.9900, 5.3821, 2.2905)
I (-0.6784, 3.3200, 2.4290)
P (-2.9226, 5.9192, 2.3434)
Si (-5.1261, 6.6432, 2.4779)
C (-6.3198, 5.5709, 1.5099)
C (-5.2427, 8.4018, 1.8234)
C (-5.5748, 6.6356, 4.3034)
H (1.7229, 4.8817, 2.1683)
H (1.9809, 6.4170, 1.3110)
H (1.9748, 6.3829, 3.0756)
H (-3.2193, 4.5321, 2.4732)
H (-2.7212, 6.4192, 1.0281)
H (-2.5566, 6.7040, 3.4773)
H (-6.4127, 4.5607, 1.9173)
H (-7.3108, 6.0342, 1.5775)
H (-6.0635, 5.5120, 0.4498)
H (-4.2973, 8.9431, 1.8921)
H (-5.5731, 8.3393, 0.7849)
H (-6.0097, 8.9209, 2.4056)
H (-4.8557, 7.2671, 4.8374)
H (-6.5787, 7.0289, 4.4741)
H (-5.4971, 5.6368, 4.7429)
C (0.0535, -2.7801, -1.2817)
C (-1.2413, -2.4785, -0.5648)
O (-1.0741, -2.5302, 0.8682)
C (-0.6102, -1.4974, 1.5808)
C (-0.0793, -0.2685, 0.8817)
O (-0.5620, -1.5979, 2.7825)
H (0.8263, -2.0406, -1.0690)
H (-0.1045, -2.7976, -2.3604)
H (0.4381, -3.7540, -0.9775)
H (-1.6818, -1.5289, -0.8650)
H (-1.9833, -3.2408, -0.7793)
H (1.0007, -0.3792, 0.7769)
H (-0.2733, 0.5875, 1.5233)
H (-0.5079, -0.0821, -0.0983)
C (2.3357, -7.7918, -0.7747)
C (1.5208, -7.3914, -1.9861)
O (1.6860, -6.0096, -2.3343)
C (2.6927, -5.5571, -3.1242)
C (3.8590, -6.4511, -3.4494)
O (2.6316, -4.4181, -3.5016)
H (3.4047, -7.6944, -0.9521)
H (2.1188, -8.8284, -0.5113)
H (2.0769, -7.1569, 0.0733)
H (1.7266, -8.0284, -2.8478)
H (0.4563, -7.4819, -1.7694)
H (4.6673, -6.2127, -2.7604)
H (4.1826, -6.2095, -4.4593)
H (3.6549, -7.5152, -3.3885)
C (10.0351, -6.0138, -1.1682)
C (8.8834, -5.0560, -0.9549)
O (7.6269, -5.6177, -1.3649)
C (6.8905, -6.4125, -0.5684)
C (7.4598, -6.9229, 0.7313)
O (5.7932, -6.7337, -0.9479)
H (9.9332, -6.9104, -0.5567)
H (10.9754, -5.5278, -0.9069)
H (10.0800, -6.3201, -2.2132)
H (8.8237, -4.7059, 0.0760)
H (8.9962, -4.1763, -1.5858)
H (7.8808, -7.9119, 0.5475)
H (6.6394, -7.0257, 1.4364)
H (8.2279, -6.2924, 1.1684)
C (-5.4835, -6.2019, -4.5403)
C (-4.7515, -5.0248, -5.1484)
O (-4.5619, -3.9586, -4.2097)
C (-3.5332, -3.9284, -3.3375)
C (-2.6417, -5.1386, -3.1790)
O (-3.3826, -2.9427, -2.6672)
H (-4.9116, -6.6583, -3.7322)
H (-5.6658, -6.9614, -5.3012)
H (-6.4417, -5.8779, -4.1346)
H (-3.7986, -5.3183, -5.5906)
H (-5.3472, -4.5761, -5.9417)
H (-3.0181, -5.7241, -2.3392)
H (-1.6397, -4.7924, -2.9337)
H (-2.5866, -5.7803, -4.0532)
C (-3.5728, 11.7496, -2.7469)
C (-3.0970, 10.3824, -2.3049)
O (-4.1068, 9.6616, -1.5874)
C (-5.0654, 8.9356, -2.1998)
C (-5.2392, 9.0256, -3.6966)
O (-5.7914, 8.2667, -1.5148)
H (-4.4011, 11.6801, -3.4523)
H (-2.7579, 12.2903, -3.2292)
H (-3.9106, 12.3247, -1.8850)
H (-2.7237, 9.7879, -3.1400)
H (-2.2809, 10.4762, -1.5902)
H (-6.0120, 9.7672, -3.9003)
H (-5.5923, 8.0595, -4.0476)
H (-4.3416, 9.2983, -4.2432)
C (2.5059, -1.4086, 3.8233)
C (2.8679, -2.5446, 4.7513)
O (4.2692, -2.5788, 5.0737)
C (4.8097, -1.8312, 6.0561)
C (3.9795, -0.7621, 6.7292)
O (5.9647, -2.0047, 6.3396)
H (2.6896, -0.4359, 4.2818)
H (1.4508, -1.4759, 3.5571)
H (3.1074, -1.4681, 2.9144)
H (2.2694, -2.5338, 5.6628)
H (2.6889, -3.5021, 4.2649)
H (4.1810, 0.1843, 6.2271)
H (4.3163, -0.6815, 7.7593)
H (2.9087, -0.9399, 6.7145)

Calculated values
Structure (SMILES): C/C(I)=C(\I)[PH3][Si](C)(C)C.CCOC(C)=O.CCOC(C)=O.CCOC(C)=O.CCOC(C)=O.CCOC(C)=O.CCOC(C)=O
Electronic energy (hartree): -3309.921080
Max |F| (eV/Å): 0.45
E_LUMO (eV): 0.35
Gap between HOMO and LUMO (eV): 7.72

***

(2)
Below is 2 unconnected molecules or ions with the total composition C11H21Br2F3NO5P, with properties calculated with ωB97M-V/def2-TZVPD.

Atoms and positions in Å:
C (-3.6885, 3.6471, -0.3916)
O (-2.8687, 4.0700, -1.5034)
C (-1.4978, 3.6421, -1.3694)
C (-1.2400, 2.1903, -2.0747)
C (0.0750, 1.4898, -1.4740)
C (0.4127, 0.0432, -2.0796)
C (-0.3813, -1.1859, -1.4058)
C (-1.8734, -1.1902, -2.0009)
C (-3.0405, -1.1261, -0.9159)
O (-3.9598, -1.9793, -1.0147)
Br (-3.2114, 0.1932, 0.5419)
O (-0.3061, -1.2343, 0.0350)
C (1.0712, -1.3263, 0.4884)
C (1.2636, -2.4924, 1.6124)
N (2.6862, -2.7246, 1.9857)
C (3.1746, -1.8496, 3.0449)
F (2.7267, -0.5123, 2.9820)
F (4.6063, -1.7829, 2.8721)
F (3.0096, -2.3995, 4.3528)
P (0.0762, -2.3064, 3.1003)
O (-1.2933, -3.3151, 2.8067)
Br (-0.6881, -0.1608, 3.2267)
H (-4.5384, 2.9336, -0.7105)
H (-3.1068, 3.1126, 0.4301)
H (-4.2020, 4.5493, 0.1187)
H (-0.8466, 4.3825, -1.9707)
H (-1.1350, 3.5312, -0.2923)
H (-2.2074, 1.5904, -1.8805)
H (-1.0618, 2.3969, -3.1824)
H (0.9599, 2.1744, -1.7695)
H (-0.0060, 1.5288, -0.3368)
H (1.5535, -0.0958, -1.9907)
H (0.1864, -0.0115, -3.2124)
H (0.1426, -2.1459, -1.7901)
H (-1.9934, -0.3728, -2.8054)
H (-2.0044, -2.1830, -2.5741)
H (1.4274, -0.3035, 0.8393)
H (1.7190, -1.6718, -0.4033)
H (0.9140, -3.4558, 1.0730)
H (3.3101, -2.6912, 1.1563)
H (-1.0184, -4.2249, 3.0547)
O (5.4750, 0.7891, 1.0982)
H (6.0432, 0.2970, 0.4935)
H (5.3363, 0.1806, 1.8363)

Calculated values
Structure (SMILES): COCCCC[C@H](CC(=O)Br)OC[C@@H](NC(F)(F)F)P(O)Br.O
Electronic energy (hartree): -6651.568509
Max |F| (eV/Å): 5.26
E_LUMO (eV): 0.00
Gap between HOMO and LUMO (eV): 8.89
Relative energy (zero: lowest compared OMol25 entry of this formula, charge and spin) (eV): 3.231

***

(3)
Below is a molecular structure, C11H9N3, with properties calculated with ωB97M-V/def2-TZVPD.

Atoms and positions in Å:
C (-1.1663, 1.5836, 0.7102)
C (2.9794, 1.1837, -0.4901)
C (3.5179, -0.1167, -0.2789)
C (1.6408, 1.3313, -0.1578)
C (2.6863, -1.1476, 0.0946)
C (0.9041, 0.2173, 0.2682)
C (-3.1284, -0.5685, -0.4609)
C (-2.6477, -0.7905, 0.7327)
C (-2.1409, -0.2961, -1.5271)
C (-1.2103, -0.8484, 1.0906)
C (-0.5691, 0.3117, 0.5188)
N (-1.6698, 2.5487, 1.0920)
N (1.4393, -0.9642, 0.3592)
N (-0.9237, 0.0215, -1.4120)
H (3.5611, 1.9853, -0.8494)
H (4.5240, -0.4025, -0.4575)
H (1.0417, 2.2182, -0.3553)
H (3.0283, -2.1450, -0.1226)
H (-4.2069, -0.4601, -0.5441)
H (-3.3038, -0.8931, 1.6331)
H (-2.5850, -0.3115, -2.4797)
H (-1.1359, -0.8411, 2.1795)
H (-0.6351, -1.6163, 0.4564)

Calculated values
Electronic energy (hartree): -588.706680
Max |F| (eV/Å): 4.85
E_LUMO (eV): -0.15
Gap between HOMO and LUMO (eV): 8.80
Relative energy (zero: lowest compared OMol25 entry of this formula, charge and spin) (eV): 2.769

***

(4)
Below is a molecular structure, C35H72CaCl3F2N7O7PS2, with properties calculated with ωB97M-V/def2-TZVPD.

Atoms and positions in Å:
C (3.4274, 3.8387, -2.1234)
C (3.8169, 2.3358, -2.7262)
P (4.6124, 1.3578, -1.2410)
C (6.4901, 1.6919, -1.1626)
C (7.1626, 2.1960, -2.5796)
N (4.2169, -0.3539, -1.5324)
C (4.0306, -1.1490, -0.2618)
N (5.1080, -1.8171, 0.5617)
F (6.2092, -1.0490, 0.7244)
C (5.4211, -3.2230, 0.1072)
C (5.5920, -4.1985, 1.4302)
C (6.8948, -5.1927, 1.3754)
C (7.1242, -5.9609, -0.0554)
C (6.6202, -6.3982, 2.4993)
N (2.7314, -1.2427, 0.2502)
C (1.5056, -0.6182, -0.3735)
C (0.5753, -1.7969, -1.0753)
C (-1.0141, -1.4656, -0.6777)
S (-1.6733, -0.0555, -1.7275)
C (2.4972, -2.0250, 1.5588)
C (2.8996, -1.0554, 2.8204)
C (3.5931, -1.8345, 4.0890)
Cl (1.2777, -0.3450, 3.4758)
S (5.2763, -1.1216, -2.6831)
O (6.7297, -1.3447, -2.2037)
O (5.2699, -0.4239, -4.0989)
F (4.6271, -2.7174, -2.9831)
H (2.8349, 3.6685, -1.1286)
H (4.4116, 4.4710, -1.9424)
H (2.7283, 4.3951, -2.9084)
H (2.8243, 1.7835, -3.0196)
H (4.5793, 2.4115, -3.6121)
H (6.6557, 2.5819, -0.3848)
H (7.1446, 0.8026, -0.7753)
H (6.7126, 1.6774, -3.5334)
H (7.1578, 3.3826, -2.7085)
H (8.3201, 1.9040, -2.5750)
H (4.4839, -3.6388, -0.4944)
H (6.4279, -3.2924, -0.4879)
H (5.7788, -3.4572, 2.3467)
H (4.6258, -4.8076, 1.6986)
H (7.8684, -4.5938, 1.6994)
H (6.1355, -6.1238, -0.6815)
H (7.7341, -6.9669, 0.0183)
H (7.7980, -5.2320, -0.7178)
H (7.2821, -7.3191, 2.1353)
H (6.9935, -6.1069, 3.5751)
H (5.5025, -6.7420, 2.4471)
H (0.8471, -0.2058, 0.5331)
H (1.7067, 0.3046, -1.0633)
H (0.7978, -2.8483, -0.5570)
H (0.6876, -1.8638, -2.2379)
H (-1.1237, -1.1540, 0.4678)
H (-1.6982, -2.4347, -0.8102)
H (-0.5063, 0.6384, -2.1629)
H (1.3259, -2.2149, 1.6355)
H (3.0085, -3.0791, 1.5590)
H (3.5279, -0.1129, 2.4437)
H (3.0815, -1.4153, 5.0713)
H (3.3297, -2.9773, 4.0273)
H (4.7579, -1.6158, 4.0497)
Cl (5.9866, 3.5373, -4.2345)
C (-6.5743, -0.2394, -2.9903)
O (-7.6844, -0.6852, -3.2508)
N (-6.2701, 1.0929, -2.8067)
C (-4.9280, 1.5400, -2.5003)
C (-7.3258, 2.0775, -2.9239)
H (-5.6998, -0.9011, -2.8789)
H (-4.9400, 2.0621, -1.5393)
H (-4.5950, 2.2241, -3.2863)
H (-4.2350, 0.6962, -2.4417)
H (-8.1041, 1.8545, -2.1880)
H (-7.7609, 2.0155, -3.9261)
H (-6.9353, 3.0841, -2.7535)
C (-8.2420, 3.6798, 2.4111)
C (-7.0131, 2.8105, 2.1722)
C (-5.8795, 3.5590, 1.4705)
C (-6.2526, 3.9921, 0.1154)
N (-6.5539, 4.3399, -0.9481)
H (-8.6765, 4.0275, 1.4691)
H (-9.0112, 3.1083, 2.9404)
H (-7.9905, 4.5549, 3.0186)
H (-7.3033, 1.9297, 1.5880)
H (-6.6487, 2.4463, 3.1400)
H (-5.0065, 2.8991, 1.4068)
H (-5.5792, 4.4262, 2.0700)
C (9.4699, 4.7768, -0.1181)
C (8.4469, 5.7063, -0.7504)
N (7.5981, 6.4774, -1.2748)
H (9.7911, 4.0261, -0.8453)
H (10.3413, 5.3499, 0.2105)
H (9.0302, 4.2707, 0.7457)
Ca (-8.3122, 3.2082, -4.6077)
Cl (9.6140, 7.9036, -1.9072)
C (-12.0166, 0.3613, 5.6609)
C (-10.7911, 1.1904, 6.0090)
O (-10.5756, 2.2852, 5.1218)
C (-11.6175, 3.2555, 5.0468)
C (-11.9142, 3.9279, 6.3766)
H (-11.9397, -0.0252, 4.6369)
H (-12.1144, -0.4839, 6.3503)
H (-12.9357, 0.9476, 5.7193)
H (-9.9047, 0.5517, 5.9405)
H (-10.8354, 1.5450, 7.0431)
H (-12.5207, 2.8067, 4.6203)
H (-11.2866, 4.0180, 4.3323)
H (-12.2573, 3.2138, 7.1289)
H (-12.6928, 4.6866, 6.2540)
H (-11.0134, 4.4104, 6.7706)
N (-8.7341, -3.6509, -0.1491)
C (-8.4272, -2.8389, -1.2097)
C (-9.1170, -3.2970, -2.3100)
C (-9.8710, -4.4213, -1.8969)
C (-9.6180, -4.6156, -0.5574)
H (-8.3666, -3.5530, 0.7885)
H (-7.7449, -2.0078, -1.0915)
H (-9.0820, -2.8671, -3.3026)
H (-10.5283, -5.0239, -2.5103)
H (-9.9892, -5.3566, 0.1379)
C (9.6358, 3.1816, -6.2875)
C (10.4176, 3.3971, -5.0032)
O (11.6735, 3.4066, -5.1315)
O (9.7076, 3.5395, -3.9687)
H (10.3045, 3.0653, -7.1458)
H (9.0229, 2.2794, -6.2019)
H (8.9819, 4.0390, -6.4724)
O (9.4633, -8.8881, -0.5402)
H (10.1463, -9.0865, 0.1499)
H (9.3514, -9.6470, -1.1675)
H (9.6692, -8.0471, -1.0222)

Calculated values
Electronic energy (hartree): -5681.003216
Max |F| (eV/Å): 9.32
E_LUMO (eV): -5.42
Charge: +1
Gap between HOMO and LUMO (eV): 0.67

***

(5)
Below is a molecular structure, C16H19FeN2O3, with properties calculated with ωB97M-V/def2-TZVPD.

Atoms and positions in Å:
C (-2.0619, 1.8287, 0.8300)
C (-1.1652, 0.7023, 1.3786)
N (0.2584, 0.7001, 0.7710)
C (0.6313, 1.9107, 0.2977)
C (1.9420, 2.1065, -0.3995)
C (2.0248, 3.6199, -0.5892)
C (0.6951, 4.2181, -0.1001)
N (-0.0428, 3.0519, 0.3519)
C (-1.3691, 3.2130, 0.8690)
H (-2.3773, 1.5840, -0.2181)
H (-2.9664, 1.9292, 1.4739)
H (-1.0326, 0.8742, 2.4551)
H (-1.6654, -0.2469, 1.1988)
H (2.7424, 1.7908, 0.2850)
H (1.9802, 1.5906, -1.3812)
H (2.8453, 4.0401, 0.0129)
H (2.1701, 3.8876, -1.6448)
H (0.8374, 4.9455, 0.7239)
H (0.1600, 4.7236, -0.9229)
H (-1.9302, 3.9368, 0.2452)
H (-1.3848, 3.6745, 1.8897)
O (-3.0231, -2.1411, -0.2477)
C (-2.2261, -2.9035, -0.6066)
Fe (-1.0034, -4.1299, -0.5759)
C (-1.1604, -4.6986, 1.1271)
O (-1.5473, -4.5873, 2.2233)
C (-1.9454, -5.3093, -1.3771)
O (-2.8538, -6.0497, -1.4839)
C (1.1939, -0.3884, 0.1544)
C (0.6482, -0.8669, -1.3267)
C (0.2177, -2.2512, -1.5397)
C (0.9193, -3.3218, -0.8982)
C (1.2172, -3.0305, 0.4848)
C (1.3838, -1.7316, 0.9109)
H (2.2798, -0.0206, 0.0323)
H (-0.2120, -0.2124, -1.3556)
H (1.3912, -0.5396, -2.0957)
H (-0.3212, -2.4136, -2.4933)
H (1.4489, -4.0983, -1.4853)
H (1.4238, -3.8847, 1.1490)
H (1.8778, -1.5021, 1.8769)

Calculated values
Spin multiplicity: 5
Electronic energy (hartree): -2219.572305
Max |F| (eV/Å): 8.19
E_LUMO (spin up / spin down) (eV): -2.41 / -5.04
Charge: +1
Gap between HOMO and LUMO (spin up / spin down) (eV): 6.46 / 6.00
Relative energy (zero: lowest compared OMol25 entry of this formula, charge and spin) (eV): 0.000

***

The lowest max |F| belongs to which entry? C30H63I2O12PSi

***

Which value of electronic energy does entry 3 give? -588.706680 hartree

***

Number 2 is which compound? C11H21Br2F3NO5P